No. 1
Entry from OMol25: 3 unconnected molecules or ions with the total composition C23H24BBr2F2O (ωB97M-V/def2-TZVPD).

- maximum force (eV/Å) = 2.3
- HOMO-LUMO gap (eV) = 7.8
- LUMO energy (eV) = 2.2
- DFT total energy (Eh) = -6338.8427
- highest occupied orbital energy (eV) = -5.60

Geometry as ORCA input:
```
! RIJCOSX wB97M-V def2-TZVPD def2/J DEFGRID3
* xyz -1 1
C 5.847 -1.690 -2.417
C 4.386 -2.243 -2.360
Br 4.021 -2.979 -4.145
C 4.263 -3.285 -1.234
Br 4.863 -2.406 0.459
B 2.737 -3.921 -0.991
F 2.466 -3.848 0.448
C 2.613 -5.530 -1.348
C 3.272 -5.984 -2.617
O 2.669 -6.275 -3.620
F 4.645 -6.133 -2.675
C 1.546 -3.020 -1.662
C 0.725 -3.481 -2.675
C -0.318 -2.722 -3.222
C -0.580 -1.453 -2.768
C 0.258 -0.936 -1.703
C 1.267 -1.717 -1.207
H 6.026 -1.199 -3.385
H 5.909 -0.880 -1.678
H 6.593 -2.461 -2.205
H 3.751 -1.364 -2.231
H 5.004 -4.074 -1.410
H 3.128 -6.046 -0.516
H 1.581 -5.894 -1.340
H 0.838 -4.487 -3.079
H -0.923 -3.178 -4.008
H -1.397 -0.909 -3.243
H 0.102 0.075 -1.323
H 1.898 -1.316 -0.410
C -3.509 1.286 0.837
C -3.723 2.646 1.019
C -3.485 3.533 -0.022
C -3.040 3.059 -1.250
C -2.824 1.700 -1.431
C -3.058 0.812 -0.387
H -3.696 0.595 1.649
H -4.077 3.015 1.974
H -3.648 4.595 0.122
H -2.861 3.750 -2.064
H -2.480 1.327 -2.388
H -2.889 -0.248 -0.534
C -2.734 4.931 3.810
C -3.705 5.908 3.980
C -4.133 6.248 5.256
C -3.583 5.617 6.364
C -2.608 4.643 6.194
C -2.187 4.297 4.917
H -2.402 4.664 2.815
H -4.130 6.405 3.116
H -4.896 7.006 5.388
H -3.913 5.885 7.360
H -2.178 4.151 7.057
H -1.431 3.533 4.784
*
```

For reference, the Löwdin charges in units of e are: -0.219 -0.762 0.740 -0.560 0.694 -0.804 -0.086 -0.016 -0.487 0.073 0.034 -0.121 -0.075 -0.116 -0.110 -0.090 -0.079 0.046 0.039 0.072 0.079 0.067 0.118 0.113 0.097 0.095 0.076 0.085 0.106 -0.090 -0.110 -0.108 -0.099 -0.093 -0.087 0.101 0.088 0.095 0.098 0.094 0.103 -0.101 -0.097 -0.103 -0.103 -0.098 -0.088 0.092 0.099 0.097 0.097 0.099 0.105

***

No. 2
Entry from OMol25: a molecular structure, C23H24F3N3S2Sn (ωB97M-V/def2-TZVPD).

- maximum force (eV/Å) = 0.7
- HOMO-LUMO gap (eV) = 7.7
- LUMO energy (eV) = 0.3
- DFT total energy (Eh) = -2365.2897
- ΔE to the lowest compared entry with this formula, charge and spin (eV) = 0.538
- highest occupied orbital energy (eV) = -7.35

Geometry as ORCA input:
```
! RIJCOSX wB97M-V def2-TZVPD def2/J DEFGRID3
* xyz 0 1
Sn 0.344 -0.100 -0.450
C 2.673 -1.002 1.937
N 1.420 -0.343 2.179
C 1.585 1.033 2.641
C 0.445 1.943 2.237
N 0.277 2.119 0.781
C 1.405 2.861 0.180
C -0.975 2.810 0.475
C -1.474 3.778 1.339
C -2.646 4.459 1.052
C -3.330 4.176 -0.117
C -2.838 3.219 -0.986
C -1.663 2.519 -0.714
S -1.121 1.324 -1.884
C 0.474 -1.161 2.897
C 0.906 -1.768 4.076
C 0.081 -2.595 4.814
C -1.213 -2.817 4.361
C -1.649 -2.220 3.196
C -0.833 -1.372 2.435
S -1.591 -0.624 1.019
H 3.445 -0.868 2.686
H 2.922 -0.510 0.835
H 2.536 -2.051 1.692
H 2.525 1.401 2.230
H 1.675 1.062 3.735
H 0.630 2.912 2.715
H -0.498 1.555 2.626
H 1.512 3.842 0.654
H 1.194 2.998 -0.880
H 2.325 2.281 0.265
H -0.952 4.015 2.254
H -3.019 5.202 1.744
H -4.250 4.694 -0.353
H -3.377 2.989 -1.895
H 1.918 -1.579 4.417
H 0.439 -3.057 5.724
H -1.886 -3.461 4.911
H -2.655 -2.405 2.841
F -0.093 -2.783 -7.706
C -0.704 -3.463 -6.721
F -1.973 -3.667 -7.101
F -0.110 -4.668 -6.651
C -0.610 -2.728 -5.409
C -1.723 -2.552 -4.607
C -1.560 -1.869 -3.409
N -0.391 -1.397 -3.000
C 0.674 -1.581 -3.774
C 0.617 -2.234 -4.993
H -2.694 -2.922 -4.900
H -2.406 -1.681 -2.758
H 1.611 -1.185 -3.401
H 1.504 -2.349 -5.600
C 4.017 0.114 0.564
H 4.477 0.495 1.482
H 4.602 -0.788 0.316
*
```

For reference, the Löwdin charges in units of e are: 0.786 -0.133 -0.224 -0.152 -0.186 -0.270 -0.074 -0.295 -0.032 -0.087 -0.091 -0.119 -0.614 0.508 -0.272 -0.037 -0.086 -0.087 -0.126 -0.581 0.543 0.099 -0.068 0.126 0.102 0.137 0.118 0.119 0.102 0.083 0.054 0.102 0.100 0.103 0.098 0.114 0.101 0.104 0.096 0.146 -0.587 0.143 0.148 -0.110 0.021 -0.121 -0.038 -0.131 0.014 0.122 0.115 0.103 0.126 0.013 -0.016 -0.007